Record 1
Entry from the Open Molecules 2025 dataset: a cluster of 10 separate species, C30H76BClF3N2O14P2 in total at a distorted geometry (ωB97M-V/def2-TZVPD).

**E_HOMO**: -11.027 eV
**LUMO energy**: -3.853 eV
**Charge**: +1
**Kohn-Sham gap**: 0.264 hartree

Structure (XYZ):
```
129
Properties=species:S:1:pos:R:3:forces:R:3
Cl -0.428532 8.020494 -0.633547 0.177 -0.517 0.160
P 1.144606 4.705607 -0.564703 0.365 0.885 -0.221
P -2.461260 4.117796 -3.747641 0.365 2.023 -1.500
F -5.034511 -0.408353 0.124963 0.172 -1.209 0.092
F -3.305935 0.673005 0.876592 1.111 -0.560 0.186
F -5.243697 1.506470 0.999256 -0.473 0.505 0.364
O -2.951193 7.895528 -0.762315 -3.830 2.640 -1.339
O -0.650533 -0.435189 -3.970868 0.057 0.385 0.218
O 5.243398 -1.145399 1.855020 0.104 0.000 -0.152
O 3.516323 -6.526712 -2.083108 -0.110 0.077 0.119
O 2.724501 -1.834485 -0.836683 -0.137 0.005 -0.071
O -3.987506 4.308946 -4.385614 0.619 -1.201 1.270
O 3.197624 -10.003971 -3.565699 -0.022 0.009 0.013
O -0.133475 -5.565939 5.979018 -0.007 -0.026 -0.183
O -0.793477 -1.879439 3.291973 0.119 0.016 -0.070
O -0.139657 0.846291 0.539289 -0.940 0.006 -0.243
O 0.996438 1.123692 -1.463231 -1.213 0.853 -0.885
O -4.602702 6.634032 1.072524 -0.365 0.021 0.377
O -1.789302 9.386085 4.418070 -0.082 -0.177 0.019
O -4.371829 1.350141 -0.981365 1.019 -0.128 -0.105
N -0.910817 2.672571 -0.905699 0.336 1.109 -1.208
N -1.901282 2.583109 -4.295377 -0.766 -0.052 0.919
C -0.988749 -3.100049 4.012443 -0.329 0.182 0.082
C 5.343982 -8.040661 -2.564486 0.227 0.169 -0.072
C -3.073644 1.335979 -1.575953 0.492 0.684 -1.561
C -6.539703 6.623254 2.536384 -0.007 -0.072 -0.020
C -2.718270 3.966585 -1.893853 1.255 -0.177 -0.255
C -2.918669 10.066895 3.876920 0.411 0.238 -0.119
C -0.520365 3.903925 -0.897625 -0.093 0.688 0.912
C 1.229958 -5.218847 6.211598 -0.216 0.120 0.334
C -2.717000 10.358863 2.401372 -0.069 -0.066 -0.023
C -1.843352 -2.463569 -4.562169 0.008 0.011 0.087
C 2.595852 -2.616253 -2.022883 0.401 0.124 0.018
C -1.664304 4.890584 -1.198617 1.076 -0.177 -0.497
C 3.687325 4.834867 -1.528333 -0.388 -0.002 0.424
C -2.050763 7.253328 -0.500917 2.441 -2.282 1.413
C -1.616220 -0.996121 -4.866960 0.158 -0.320 -0.070
C 3.197939 -11.225485 -4.305431 -0.385 0.084 -0.021
C -2.147642 5.804238 -0.019457 1.287 -0.731 0.138
C 1.648249 -5.583026 7.623450 0.031 -0.055 0.003
C -2.354606 2.651931 -1.184571 -2.579 -0.590 2.179
C 4.302589 -7.599164 -1.558799 -0.071 -0.164 -0.356
C -5.045032 6.847444 2.417036 -0.358 0.103 -0.135
C 2.365606 -11.094519 -5.566751 0.036 0.040 -0.044
C 1.403228 4.471874 1.275899 -0.418 -0.054 -0.261
C -4.451064 0.759477 0.241645 -1.522 1.097 -0.278
C 5.043877 -2.362905 2.575314 -0.318 0.240 0.129
C -2.436813 -3.541690 3.934677 -0.030 -0.019 -0.016
C 3.592641 -2.796662 2.503160 -0.041 -0.076 -0.086
C 0.176893 -0.561681 0.430867 0.474 -1.672 0.766
C 2.525065 3.808907 -1.427059 0.560 -0.445 0.741
C 3.851463 -3.425763 -2.276307 0.065 0.131 0.004
B 0.014513 1.522796 -0.603785 0.932 -1.472 0.643
H -4.576707 3.652621 -3.972646 -0.271 0.190 -0.502
H 3.088887 -6.847721 -2.885287 0.098 -0.026 0.061
H 5.952191 -8.854448 -2.166237 -0.022 -0.022 -0.046
H -1.833913 10.983477 2.248447 -0.067 0.078 0.008
H 1.513288 -6.651238 7.796720 0.051 0.004 -0.057
H 5.353851 -2.212649 3.614438 0.040 -0.154 0.014
H 1.832573 -5.759959 5.482915 -0.133 -0.018 -0.070
H 3.547164 5.547638 -2.343907 0.138 -0.223 0.008
H -2.492495 0.425253 -1.392946 -0.145 0.170 0.332
H 0.737783 1.414963 -2.354127 0.666 -0.224 -0.008
H -1.362218 -1.211189 3.691074 0.047 -0.066 -0.034
H 4.678516 -0.476641 2.257417 0.065 -0.073 -0.008
H -1.135864 5.599333 -1.859774 -0.498 -0.330 -0.434
H 2.472625 4.361500 1.483447 -0.178 -0.189 -0.173
H 2.694142 -5.327175 7.800599 -0.024 0.012 0.037
H -2.736285 -3.685170 2.895333 0.053 -0.062 0.011
H 5.692008 -3.116605 2.130327 0.069 0.132 -0.074
H 4.776883 -7.240625 -0.645300 -0.120 0.135 -0.010
H 1.087697 5.397321 1.770325 -0.030 -0.168 -0.153
H -1.445514 5.698841 0.821256 -0.218 0.046 -0.081
H -6.799247 5.608951 2.229569 0.037 -0.013 0.070
H 4.867947 -8.378359 -3.483326 -0.012 -0.127 0.078
H 3.433439 -3.731244 3.044758 -0.023 0.035 0.030
H 2.809404 -12.025076 -3.667551 0.084 -0.107 -0.080
H 4.233257 -11.455885 -4.552910 0.031 0.108 0.115
H -1.020669 9.955213 4.299062 -0.067 -0.056 0.046
H 3.751890 -4.031078 -3.176975 0.059 -0.037 0.044
H -0.110195 -1.005051 -0.530190 -0.045 0.529 -0.006
H -7.086048 7.307039 1.882343 0.006 0.070 0.086
H 2.751752 -10.291551 -6.196462 0.061 -0.056 -0.004
H -4.502246 6.150137 3.054941 0.101 0.005 -0.109
H 4.056360 -4.084381 -1.434901 -0.108 -0.084 -0.075
H -3.787041 9.426569 4.026619 0.080 -0.055 0.125
H -0.912963 -3.027823 -4.662329 -0.031 -0.011 -0.103
H -0.310297 -1.173990 1.215006 -0.056 0.979 -0.198
H 0.172015 -0.926415 -4.082867 -0.078 -0.011 0.070
H -3.242948 1.373171 -2.658961 -0.127 -0.232 0.272
H 1.031407 -5.057555 8.356763 0.070 0.077 -0.010
H 5.999954 -7.207647 -2.827280 0.032 0.007 0.158
H -0.685226 -2.946900 5.052118 0.045 -0.146 0.006
H 2.908625 2.977723 -0.820452 -0.358 -0.006 -0.148
H 0.825790 3.639869 1.691764 0.338 0.009 -0.001
H -2.589205 -4.475631 4.476888 -0.008 0.015 -0.009
H -1.263608 -0.864099 -5.893913 -0.131 0.011 -0.038
H 4.637423 4.297205 -1.587330 -0.131 0.170 -0.345
H 1.357533 -4.144431 6.036000 0.174 -0.015 -0.037
H -2.778150 2.838113 -0.177596 0.164 -0.282 -0.115
H -3.583783 10.871610 1.980368 0.045 0.022 -0.030
H 1.244775 -0.758235 0.540138 -0.098 0.401 -0.103
H 1.737651 -3.275327 -1.889140 -0.027 0.078 0.116
H -2.540045 -0.431530 -4.746112 0.103 0.129 0.059
H 3.290457 -2.934966 1.464035 0.038 -0.027 0.011
H 3.477953 -1.244395 -0.957332 0.024 -0.131 0.128
H -1.544914 2.620545 -5.242750 0.161 0.025 0.168
H 3.640531 -8.430799 -1.300650 0.124 -0.070 0.092
H -0.670177 -5.081113 6.616287 0.041 -0.105 -0.019
H 2.938651 -2.030308 2.929537 0.007 -0.054 0.101
H -1.231573 2.170441 -3.654351 -0.013 -0.316 -0.383
H 2.251759 3.388822 -2.398621 -0.109 0.281 0.098
H 2.390702 -1.945114 -2.867764 -0.072 -0.094 -0.095
H -2.553528 9.431539 1.848325 -0.071 -0.006 0.013
H -5.074063 7.260932 0.510715 0.144 -0.038 -0.038
H -2.187339 -2.591489 -3.534524 -0.065 0.027 -0.033
H 3.748253 5.430999 -0.604938 -0.037 -0.114 -0.172
H -3.097072 -2.779249 4.357198 0.016 -0.043 0.086
H 1.330507 -10.842562 -5.322101 -0.016 -0.111 0.009
H -2.585024 -2.892064 -5.236990 0.034 -0.017 0.003
H -3.720907 4.360034 -1.695299 0.042 -0.492 0.141
H 2.372106 -12.023627 -6.138397 -0.042 0.017 0.000
H -3.074863 10.993930 4.437044 -0.179 0.006 -0.053
H 2.282884 -9.803857 -3.335905 0.069 -0.079 -0.011
H -0.337508 -3.852728 3.572314 0.088 0.126 -0.025
H -6.877441 6.777508 3.561858 -0.025 0.021 -0.027
H 4.717578 -2.767160 -2.389324 -0.060 0.048 -0.109
H -4.781845 7.865445 2.715666 0.028 -0.038 0.111
H -3.167452 5.569486 0.348187 0.691 0.360 -0.503
```
Positions in Å, forces in eV/Å.

Atom charges from the Löwdin analysis, given in e for atoms 1 to 5: 0.641 1.026 0.869 0.212 0.200


Record 2
Entry from the Open Molecules 2025 dataset: a structure of composition C26H58OP4Ti at a distorted geometry (ωB97M-V/def2-TZVPD).

**E_HOMO (spin up / spin down)**: -18.975 / -18.941 eV
**LUMO energy (spin up / spin down)**: -14.885 / -14.895 eV
**Charge**: +4
**Kohn-Sham gap (spin up / spin down)**: 0.150 / 0.149 hartree

Structure (XYZ):
```
90
Properties=species:S:1:pos:R:3:forces:R:3
Ti -0.432242 0.134513 -1.154975 0.252 -3.864 3.960
P -1.920372 -0.013442 2.055342 -1.666 0.038 1.523
P 1.353608 0.970417 0.805358 1.768 1.461 1.001
P -1.119086 2.192253 -1.885463 -0.845 3.297 -0.884
P 1.615601 -0.354976 -2.267364 3.121 -0.629 -1.015
O -1.451704 -1.163368 -2.983799 0.047 2.916 2.616
C 2.434057 -1.941055 -1.825468 -0.513 -0.201 0.321
C -3.199797 1.226102 4.370309 -0.390 -0.143 0.605
C -1.403297 3.619435 -0.795965 -0.231 -0.165 0.460
C 2.083364 2.626387 0.340029 -0.329 -0.132 -0.612
C -1.808721 -3.199095 -6.024479 0.015 -0.366 0.218
C -3.451188 -1.465952 -6.148260 -0.196 0.209 -0.298
C -0.791369 -0.713889 4.729917 0.193 0.073 0.258
C -2.697598 1.966767 -2.761313 0.166 -0.559 -0.375
C -2.807823 -2.557840 -6.731455 -0.496 0.226 -0.565
C -2.967980 2.604377 2.299395 -0.075 0.338 0.193
C 2.893278 -0.009569 1.084053 -0.135 -0.736 -0.323
C -1.011382 -2.599776 -0.590445 -0.109 0.678 -0.786
C -2.022820 -1.589359 -4.199459 -0.647 -1.493 -2.463
C -0.086133 -2.759204 0.374568 0.555 2.142 0.376
C -3.572715 -0.733613 1.537126 0.690 -0.164 -0.902
C -3.078649 -0.981660 -4.893555 0.285 0.432 0.945
C 1.289252 -0.595753 -4.022440 -0.910 -0.033 -0.128
C 3.066757 0.771099 -2.338188 -0.270 0.316 0.107
C -4.160007 0.030480 0.340745 -0.083 0.247 0.143
C 0.056993 2.817908 -3.125072 0.354 -0.320 -0.181
C -1.452838 -2.766363 -4.755663 0.476 1.082 0.906
C -1.136788 -1.198436 3.302910 0.534 -0.281 -0.393
C -1.832978 -2.570502 3.387685 -0.034 -0.093 0.064
C -4.606959 -0.878614 2.651105 -0.198 -0.021 0.315
C 1.118641 1.413745 2.588084 -1.026 -0.306 0.208
C -2.359356 1.483557 3.133416 1.089 0.303 -1.168
H -5.392835 -1.546279 2.283064 0.090 0.052 -0.044
H -0.680125 -3.287611 -4.190646 -0.092 -0.006 -0.184
H -1.750789 -0.245808 -2.652035 -1.194 -1.807 -2.393
H -3.691486 -0.248624 -0.610100 0.076 -0.177 -0.080
H -1.358118 1.797799 3.459910 -0.341 0.003 -0.031
H -3.291414 -1.731341 1.178883 -0.232 0.028 0.147
H -4.014722 2.394070 2.040921 0.318 0.107 0.064
H 2.898502 -1.901820 -0.836280 0.005 0.036 -0.256
H -3.106223 -2.915873 -7.739051 0.260 0.354 0.858
H 3.430744 0.328593 1.981909 -0.423 0.158 -0.245
H -1.184617 4.506142 -1.402521 -0.052 -0.062 0.147
H -3.638938 -0.160834 -4.427480 0.218 -0.251 -0.379
H -2.393298 2.815019 1.389230 -0.180 -0.077 0.288
H -0.170604 -1.345872 2.796549 0.010 -0.159 0.264
H -2.156423 -2.943817 2.409373 -0.034 -0.103 0.329
H -2.454893 1.629909 -3.788043 -0.401 0.262 0.371
H -0.791034 -2.752972 -1.658934 0.208 -0.020 0.754
H 0.395900 2.225110 2.706170 0.064 -0.102 -0.128
H 3.724246 0.373673 -3.121441 -0.150 0.004 0.125
H 0.463124 -1.312423 -4.108900 0.490 0.169 -0.363
H -2.963591 3.504208 2.925315 -0.099 -0.013 -0.244
H 0.058487 -1.320659 5.080399 -0.231 0.169 -0.159
H 2.671060 2.556477 -0.580925 -0.175 0.127 0.248
H -2.471531 3.607468 -0.521269 0.488 0.136 -0.014
H 1.043102 3.057035 -2.692566 -0.514 0.036 -0.062
H -4.254614 1.416586 4.175178 0.097 -0.118 -0.012
H -3.203527 2.936358 -2.755434 -0.001 -0.048 -0.222
H 2.749998 2.981875 1.145842 -0.362 -0.320 -0.238
H 0.782757 0.552067 3.172041 0.048 0.169 -0.141
H 0.192574 2.094583 -3.941416 -0.123 0.409 0.133
H -2.055143 -2.281928 -0.431044 0.255 -0.984 0.311
H -0.482439 0.334708 4.797764 -0.130 -0.210 0.048
H 2.754848 1.777128 -2.630375 0.185 -0.143 -0.041
H -1.594526 -0.885645 5.462875 0.223 0.079 -0.467
H -4.242932 -0.953492 -6.709068 0.270 -0.260 0.416
H -1.316929 -4.063622 -6.460737 -0.031 0.071 0.195
H 2.195187 -0.993575 -4.485032 -0.052 0.110 -0.024
H -0.416684 3.735915 -3.500558 0.216 -0.156 -0.118
H 2.060053 1.752563 3.039064 -0.018 -0.110 -0.530
H -4.213008 -1.337212 3.560363 -0.127 0.226 -0.172
H 0.988017 0.344215 -4.500661 0.198 -0.327 -0.069
H -2.902688 1.953977 5.132618 0.084 -0.062 -0.093
H 3.594830 0.040812 0.254537 -0.111 -0.071 0.079
H 1.713983 -2.767316 -1.836679 0.190 0.096 -0.148
H -5.227783 -0.208305 0.267508 0.222 0.050 -0.176
H 3.622336 0.822178 -1.401093 -0.105 -0.012 -0.318
H -4.070690 1.116829 0.447731 -0.123 -0.203 -0.001
H -1.115823 -3.286184 3.813090 -0.176 0.126 -0.129
H 2.626525 -1.057684 1.245857 0.126 0.016 0.075
H -0.339130 -2.663087 1.453170 0.248 -0.342 -1.081
H -2.693340 -2.549538 4.075431 0.357 0.010 -0.379
H -5.085919 0.074702 2.897466 0.167 -0.260 -0.084
H 1.283308 3.365892 0.191875 0.350 -0.136 0.119
H -3.349469 1.237859 -2.258271 0.051 0.229 -0.153
H -0.778431 3.609039 0.105708 -0.261 0.111 -0.302
H 3.198971 -2.132481 -2.589032 -0.127 0.134 0.138
H -3.095109 0.242005 4.825561 -0.104 0.189 -0.157
H 0.989323 -2.611261 0.104908 -0.939 -1.379 0.403
```
Positions in Å, forces in eV/Å.

Atom charges from the Löwdin analysis, given in e for atoms 1 to 5: 0.626 1.182 0.823 0.737 0.768